ORCA calculation (ωB97M-V with the def2-TZVPD basis set) on a structure of composition C36H40BClFN8NaO4 at a distorted geometry.

## Properties
Strongest force on any atom in eV/Å: 1.00
Relative energy (zero: lowest compared OMol25 entry of this formula, charge and spin) in kcal/mol: 5.0
Net charge: -2

Each line ends with the Mulliken charge.
Geometry (Å):
Na 0.11396 -0.94593 0.18106  1.325
C -0.69165 3.22054 -3.17112  -1.922
C -0.49378 1.83970 -2.54585  2.590
C -0.38440 0.75891 -3.62305  -1.377
C 0.69921 1.81864 -1.63365  -0.119
C 2.00852 2.26422 -1.88223  -0.851
C 2.68997 1.97712 -0.72078  -0.932
N 1.83321 1.41495 0.15030  1.036
N 0.60267 1.30838 -0.40875  -0.264
B 2.16576 0.94999 1.59298  -0.841
N 2.75664 -0.48287 1.63022  0.742
C 4.05679 -0.78512 1.79762  -0.569
C 4.19629 -2.15357 1.73617  -1.342
C 2.88693 -2.62752 1.51587  -0.028
N 2.03101 -1.61677 1.45658  -0.130
C 2.44731 -4.05602 1.34300  0.876
C 3.09381 -4.66370 0.09272  -1.411
C 0.92911 -4.19842 1.29007  -1.443
N 0.91593 1.06357 2.50548  0.331
C 0.71062 2.04806 3.39695  -0.960
C -0.45542 1.77721 4.08287  -0.826
C -0.90697 0.56230 3.52931  -0.178
N -0.08166 0.14888 2.57135  -0.104
C -2.07898 -0.28547 3.95791  1.204
C -2.95193 -0.70299 2.77879  -0.954
C -2.91446 0.41722 5.02438  -1.906
H -1.62826 3.25740 -3.73593  0.458
H 0.12633 3.44999 -3.86062  0.339
H -0.71754 4.00057 -2.40650  0.403
H -1.36699 1.61092 -1.93307  -0.933
H 0.48963 0.93660 -4.25608  0.272
H -1.27912 0.75259 -4.25388  0.496
H -0.26841 -0.22833 -3.17219  0.105
H 2.41793 2.67012 -2.79407  0.398
H 3.73112 2.11054 -0.46662  0.467
H 3.01879 1.69007 2.03152  -0.235
H 4.78796 -0.00306 1.93781  0.468
H 5.10599 -2.72715 1.81526  0.420
H 2.81561 -4.60795 2.21578  0.421
H 2.78583 -4.11375 -0.80071  0.237
H 2.79729 -5.71100 -0.02098  0.430
H 4.18421 -4.61736 0.14633  0.366
H 0.51464 -3.72280 0.39796  0.153
H 0.45454 -3.74532 2.16389  0.303
H 0.65428 -5.25550 1.25066  0.480
H 1.41675 2.86008 3.48737  0.499
H -0.90280 2.36393 4.86828  0.412
H -1.66403 -1.19813 4.39897  0.255
H -3.41299 0.17600 2.31989  0.056
H -3.74783 -1.37766 3.10706  0.470
H -2.36442 -1.20943 2.01463  0.065
H -3.34502 1.34102 4.62485  0.336
H -2.31816 0.67377 5.90369  0.412
H -3.73806 -0.22590 5.34591  0.434
O -5.23323 -3.54768 -1.74533  -0.594
C -5.65115 -2.30861 -1.68292  0.537
O -6.77589 -1.98765 -2.00980  -0.666
C -4.68310 -1.28633 -1.15910  -0.154
C -5.01666 0.00504 -0.82277  -0.068
Cl -6.54692 0.74820 -0.98485  -0.227
N -3.90692 0.63214 -0.34491  0.321
N -2.84749 -0.20705 -0.40009  0.542
C -3.28577 -1.35092 -0.87181  0.202
C -2.29564 -2.50996 -0.97031  0.313
O -2.81073 -3.64531 -1.14974  -0.967
O -1.09262 -2.24599 -0.84208  -0.654
C -3.68802 1.92199 0.26697  0.133
C -2.38019 2.23701 0.62050  1.643
C -2.09762 3.44788 1.22966  -0.802
C -3.10883 4.35621 1.50534  -0.884
C -4.41173 4.03113 1.16644  -0.725
C -4.71202 2.82005 0.55183  -0.898
H -4.24212 -3.65200 -1.42606  0.444
H -1.57294 1.54714 0.42427  -0.226
H -1.06762 3.65989 1.49213  0.505
H -2.88450 5.30319 1.98318  0.404
H -5.22106 4.72011 1.38197  0.376
H -5.73542 2.59803 0.31626  0.377
F 6.75588 1.34895 -4.49405  -0.417
C 5.68994 0.66798 -3.90484  0.483
C 5.80700 0.18653 -2.61110  -0.662
C 4.75639 -0.49350 -2.02210  -0.233
C 3.50300 -0.73779 -2.69714  0.930
C 2.43418 -1.38610 -2.09609  -0.876
C 3.46097 -0.21172 -4.04035  -0.487
C 4.52037 0.46814 -4.61643  -0.672
H 6.73150 0.35275 -2.06468  0.372
H 4.86243 -0.85281 -1.00235  0.281
H 2.52862 -1.77925 -1.08891  -0.425
H 1.49269 -1.53891 -2.61621  0.151
H 2.55453 -0.36134 -4.62082  0.332
H 4.44496 0.84898 -5.63113  0.355

---

ORCA calculation (ωB97M-V with the def2-TZVPD basis set) on a structure of composition C36H40Br58N4O at a distorted geometry.

## Properties
Strongest force on any atom in eV/Å: 7.30
Relative energy (zero: lowest compared OMol25 entry of this formula, charge and spin) in kcal/mol: 419.5

Each line ends with the Mulliken charge.
Geometry (Å):
C -1.89095 4.32129 4.38295  -0.865
C -0.25287 4.44874 4.11130  0.452
O 0.06803 4.66563 2.67042  -0.371
C 0.13762 3.33363 2.04952  -0.151
C 0.36217 3.39620 0.39342  -0.218
C -0.52245 2.12375 -0.20320  0.150
C 0.17371 0.66372 -0.38221  -0.537
N -0.49209 -0.59453 -0.86582  -0.299
C -1.93331 -0.29032 -1.16141  0.264
C -2.87330 -1.57121 -1.67162  0.436
C -2.13743 -3.07065 -1.75905  -0.406
C -1.83155 -3.48017 -0.16717  -0.165
N -2.11360 -4.70512 0.38530  -0.649
C -4.46687 -1.41964 -2.07960  -0.771
C -5.18834 0.04817 -1.94525  0.165
C -6.79301 0.35255 -2.27200  -0.450
C -7.48744 0.63528 -0.77778  0.323
C -7.09851 -0.17115 0.59590  -0.603
N -8.41825 1.64765 -0.71649  -0.527
C -4.27136 1.32891 -1.44629  -0.205
Br -5.07321 3.19676 -1.27212  -0.106
C -2.66430 1.15695 -1.03981  0.284
N -1.95751 2.39187 -0.55765  -0.407
H -2.17603 4.66729 5.48540  0.268
H -2.23213 3.19575 4.23014  0.207
H -2.44899 4.96496 3.56047  0.249
H 0.08429 5.40973 4.71869  0.022
H 0.29770 3.46228 4.49626  -0.002
H -0.93891 2.83580 2.18013  0.200
H 0.93714 2.61165 2.50935  0.100
H -0.18449 4.37039 0.02938  0.405
H 1.49239 3.32927 0.09707  0.193
H 1.33001 0.58131 -0.10124  0.307
H -2.88020 -3.89110 -2.19112  0.211
H -1.14142 -3.03067 -2.40470  0.350
H -1.38343 -2.65021 0.56273  0.278
H -1.83363 -4.62539 1.40808  0.324
H -5.13370 -2.31227 -2.46929  0.181
H -6.85384 1.33118 -2.95254  0.114
H -7.34709 -0.55503 -2.76271  0.367
H -6.94391 0.59298 1.49882  0.142
H -6.12245 -0.81407 0.53861  0.211
H -7.98484 -0.92006 0.81928  0.290
H -8.75647 1.74603 0.28664  0.234
C 3.35721 3.86368 6.31693  -0.342
Br 1.93029 4.69932 7.34155  -0.030
Br 2.74372 2.26677 5.39077  -0.111
Br 4.20936 5.12224 5.10298  0.027
H 4.12062 3.54406 7.03392  0.435
C 4.74381 4.72903 0.64393  -0.326
Br 5.99699 3.83211 -0.54320  0.062
Br 4.05653 3.52841 2.01158  -0.003
Br 5.50642 6.34384 1.41505  -0.027
H 3.89010 5.03903 0.03228  0.334
C 7.26437 3.05696 -4.66699  -0.293
Br 8.24693 2.81261 -3.00593  -0.065
Br 5.72004 4.21603 -4.43062  0.005
Br 8.41832 3.67306 -6.10665  -0.037
H 6.88379 2.07320 -4.96091  0.352
C -2.16120 -8.72399 0.90206  -0.099
Br -3.33951 -9.21709 2.36926  -0.051
Br -0.57516 -9.84857 0.83822  -0.028
Br -3.09902 -8.69764 -0.80194  -0.023
H -1.82056 -7.70146 1.09549  0.172
C 1.77593 -5.27144 0.14488  -0.306
Br 3.00418 -3.76983 0.00065  -0.098
Br 1.86560 -6.11427 1.89584  0.037
Br -0.04328 -4.76606 -0.32298  0.226
H 2.09829 -6.01948 -0.58693  0.256
C -7.50086 -0.67130 4.48779  -0.288
Br -6.27261 0.83031 4.34356  -0.001
Br -7.41118 -1.51414 6.23875  -0.043
Br -9.32007 -0.16592 4.01994  -0.003
H -7.17850 -1.41935 3.75598  0.336
C 0.26544 -7.18410 -3.90140  -0.039
Br 1.49369 -5.68249 -4.04563  -0.052
Br 0.35511 -8.02693 -2.15044  0.066
Br -1.55377 -6.67871 -4.36925  -0.006
H 0.58780 -7.93214 -4.63321  0.039
C -1.23985 4.72523 -3.58622  -0.519
Br -3.00159 5.51058 -3.33373  0.039
Br 0.14947 6.08281 -3.69137  -0.076
Br -0.84310 3.38678 -2.23161  0.211
H -1.25562 4.20845 -4.55147  0.408
C 3.21203 -7.01734 6.05307  -0.340
Br 2.45303 -6.95946 7.84326  -0.033
Br 2.01547 -7.88352 4.78726  0.001
Br 3.75926 -5.25372 5.44151  -0.048
H 4.11691 -7.63138 6.10924  0.375
C 2.59473 -12.25413 4.17243  -0.366
Br 1.76858 -12.07881 5.92485  0.018
Br 1.61953 -11.26527 2.81030  0.066
Br 4.47853 -11.77061 4.20865  -0.025
H 2.54153 -13.31297 3.89847  0.319
C 0.10611 -11.91385 -4.29776  -0.324
Br -1.32081 -11.07820 -3.27315  0.034
Br -0.50738 -13.51076 -5.22393  -0.040
Br 0.95826 -10.65528 -5.51172  -0.066
H 0.86952 -12.23346 -3.58078  0.389
C 5.38950 8.30083 -4.84538  -0.371
Br 6.61775 9.80244 -4.98960  0.011
Br 5.47918 7.45800 -3.09441  0.008
Br 3.57029 8.80621 -5.31323  0.070
H 5.71186 7.55279 -5.57719  0.369
C -7.09069 5.92387 -4.52510  -0.325
Br -5.83750 5.02695 -5.71223  -0.023
Br -7.77797 4.72326 -3.15745  -0.025
Br -6.32808 7.53869 -3.75397  -0.029
H -7.94439 6.23388 -5.13675  0.349
C -1.10877 7.72314 8.38218  -0.321
Br -0.29700 8.05049 6.64491  -0.026
Br -0.09035 6.43562 9.42592  -0.057
Br -1.40875 9.37546 9.36386  -0.029
H -2.09200 7.27825 8.19683  0.401
C 3.70296 8.50565 7.73709  0.250
Br 5.42584 7.86970 8.37858  -0.036
Br 2.83255 9.66764 9.03186  -0.028
Br 3.84735 9.34861 5.98998  -0.011
H 3.06249 7.62583 7.61573  -0.167
C -0.60204 -10.29515 -8.98109  -0.058
Br -2.02896 -9.45951 -7.95648  0.029
Br -1.21553 -11.89206 -9.90725  -0.016
Br 0.25011 -9.03659 -10.19505  -0.014
H 0.16137 -10.61477 -8.26411  0.049
C 8.79795 12.79882 -6.15368  0.015
Br 10.52083 12.16287 -5.51219  -0.008
Br 7.92754 13.96080 -4.85890  0.003
Br 8.94234 13.64178 -7.90079  -0.019
H 8.15748 11.91900 -6.27503  -0.065
C 1.74549 -15.87764 7.57617  -0.332
Br 0.47556 -15.32207 8.94103  -0.006
Br 1.01019 -15.69182 5.78477  -0.019
Br 3.45083 -14.95963 7.75755  -0.008
H 1.93797 -16.94401 7.73376  0.354
C 2.20495 10.91934 -9.12659  -0.335
Br 0.86222 11.85080 -8.07128  -0.005
Br 3.98649 11.12055 -8.37165  0.009
Br 1.74165 9.05007 -9.40047  -0.010
H 2.22066 11.39289 -10.11378  0.331